(1)
Entry from the Open Molecules 2025 dataset: a 8-piece molecular cluster, C36H78BN7O8S overall (ωB97M-V/def2-TZVPD).

Atoms and positions in Å:
C  8.7504  -2.6585  -2.9546
C  7.9614  -1.5239  -3.3132
B  7.2640  0.0022  -3.3234
S  8.3816  1.5538  -3.4406
C  5.6176  0.2418  -3.1990
C  4.9393  0.6358  -4.6453
C  4.2105  -0.7153  -5.3069
C  2.7638  -1.0645  -4.5565
C  1.6676  -1.5424  -5.6784
C  0.1159  -1.3478  -5.0926
C  -0.3269  -2.8086  -4.4167
C  -1.1809  -2.6327  -3.0263
C  -2.8169  -2.8233  -3.2599
C  -3.6127  -1.3954  -3.4883
C  -5.1735  -1.4292  -2.9140
C  -5.9612  -0.1201  -3.5094
O  -5.9066  0.9629  -2.5150
C  -5.8060  2.2953  -3.1640
H  9.5199  -3.4487  -2.4981
H  9.1546  1.4728  -2.2405
H  5.0932  -0.6980  -2.6865
H  5.4637  1.1428  -2.4604
H  5.7685  0.9458  -5.4396
H  4.0885  1.4598  -4.5380
H  3.9609  -0.4578  -6.4250
H  5.0058  -1.5797  -5.1886
H  2.8558  -1.9370  -3.7690
H  2.3598  -0.1055  -3.9797
H  1.8862  -2.6544  -6.0021
H  1.7778  -0.8004  -6.6043
H  0.2010  -0.6017  -4.1871
H  -0.6115  -0.9978  -5.9419
H  0.6742  -3.3913  -4.1617
H  -0.9531  -3.4551  -5.1830
H  -0.9959  -1.5636  -2.5606
H  -0.7648  -3.4089  -2.2206
H  -3.2381  -3.4454  -2.3340
H  -2.9317  -3.4995  -4.2183
H  -2.9939  -0.5430  -2.9465
H  -3.5626  -1.1350  -4.6463
H  -5.1050  -1.3142  -1.7320
H  -5.7194  -2.4373  -3.2339
H  -7.0898  -0.3373  -3.7756
H  -5.4023  0.2131  -4.4878
H  -5.8555  3.0894  -2.2770
H  -6.7185  2.4325  -3.9040
H  -4.8095  2.4433  -3.7632
C  3.1100  -5.2543  1.0083
N  2.4706  -5.0921  -0.2759
C  1.1549  -4.8527  -0.5418
C  0.2059  -4.7336  0.6179
O  0.7791  -4.7411  -1.7069
H  3.8838  -4.4882  1.1003
H  3.5789  -6.2411  1.0308
H  2.4078  -5.1650  1.8381
H  3.0429  -5.1586  -1.1093
H  -0.8039  -4.5430  0.2436
H  0.1922  -5.6661  1.1886
H  0.4998  -3.8980  1.2588
C  -2.8808  -6.5551  4.4648
N  -1.6280  -6.2903  3.7980
C  -0.6248  -7.1654  3.5031
C  -0.7970  -8.6043  3.9027
O  0.3834  -6.7646  2.9253
H  -3.6908  -6.2735  3.7875
H  -2.9277  -5.9284  5.3588
H  -2.9895  -7.6029  4.7476
H  -1.4353  -5.3424  3.4963
H  0.0856  -9.1743  3.5991
H  -0.9016  -8.6822  4.9882
H  -1.6714  -9.0302  3.4033
C  0.8757  -2.3612  5.2111
N  -0.1402  -2.4866  4.1931
C  -0.5400  -1.5584  3.2778
C  0.1331  -0.2144  3.2884
O  -1.4290  -1.8369  2.4758
H  1.6271  -3.1353  5.0367
H  0.4048  -2.5321  6.1823
H  1.3537  -1.3809  5.2049
H  -0.6415  -3.3641  4.1202
H  -0.2947  0.4131  2.5014
H  -0.0299  0.2792  4.2502
H  1.2030  -0.3292  3.0947
C  -1.7886  0.8298  7.1419
N  -0.6112  0.0642  7.4764
C  0.2074  0.2003  8.5584
C  -0.1147  1.2713  9.5628
O  1.1764  -0.5451  8.6871
H  -2.6329  0.1394  7.0733
H  -1.6251  1.2933  6.1659
H  -2.0078  1.6019  7.8804
H  -0.3264  -0.6782  6.8485
H  0.6284  1.2532  10.3651
H  -0.0834  2.2546  9.0856
H  -1.1000  1.0907  10.0008
C  -2.2778  5.4329  2.8540
N  -1.3050  4.4412  3.2470
C  -0.8671  4.1363  4.5018
C  -1.4409  4.9032  5.6604
O  -0.0254  3.2539  4.6559
H  -3.0881  4.9222  2.3278
H  -1.7912  6.1318  2.1693
H  -2.6837  5.9797  3.7059
H  -0.8708  3.8808  2.5232
H  -0.9929  4.5448  6.5916
H  -1.2135  5.9674  5.5552
H  -2.5216  4.7473  5.7151
C  -1.4886  2.3360  -9.2304
N  -0.3112  1.5705  -8.8959
C  0.5074  1.7065  -7.8139
C  0.1853  2.7776  -6.8096
O  1.4764  0.9612  -7.6853
H  -2.3329  1.6456  -9.2990
H  -1.3251  2.7995  -10.2064
H  -1.7078  3.1081  -8.4919
H  -0.0264  0.8280  -9.5238
H  0.9284  2.7594  -6.0073
H  0.2166  3.7608  -7.2867
H  -0.8000  2.5970  -6.3715
C  1.1757  8.4118  3.5592
N  0.1598  8.2864  2.5412
C  -0.2400  9.2146  1.6259
C  0.4331  10.5586  1.6364
O  -1.1290  8.9361  0.8239
H  1.9271  7.6377  3.3847
H  0.7048  8.2409  4.5304
H  1.6537  9.3921  3.5530
H  -0.3415  7.4089  2.4682
H  0.0053  11.1861  0.8495
H  0.2701  11.0522  2.5983
H  1.5030  10.4438  1.4428

Properties
DFT total energy ... -2826.451583 hartree
SMILES ... C#CB(S)CCCCCCCCCCCCOC.CNC(C)=O.CNC(C)=O.CNC(C)=O.CNC(C)=O.CNC(C)=O.CNC(C)=O.CNC(C)=O
Maximum force ... 0.189 hartree/bohr

(2)
Entry from the Open Molecules 2025 dataset: a 4-piece molecular cluster, CH10NO4 overall (ωB97M-V/def2-TZVPD).

Atoms and positions in Å:
N  1.3449  1.3112  -2.0748
C  0.9715  -0.0955  -2.1612
O  -0.3662  -0.3527  -1.8260
H  1.4073  1.5115  -1.0806
H  0.5045  1.8195  -2.3073
H  1.6621  -0.6305  -1.4897
H  1.1338  -0.6162  -3.1126
H  -0.7801  0.8795  0.2180
H  -0.3948  -0.3585  -0.7470
O  -0.6110  0.0237  0.5979
H  -0.2136  1.1801  3.4131
H  -0.7657  0.9362  1.8569
O  -0.8364  1.4611  2.7336
H  0.3326  -2.5993  1.3945
H  -0.6693  -1.4259  1.5632
O  -0.3873  -2.2827  1.9298

Properties
Total charge ... -1
Energy above the lowest of the compared OMol25 structures with the same formula, charge and spin ... 12.6 kcal/mol
DFT total energy ... -399.845283 hartree
Maximum force ... 0.031 hartree/bohr

(3)
Entry from the Open Molecules 2025 dataset: C18H20N3O3S2Sn as an isolated structure (ωB97M-V/def2-TZVPD).

Atoms and positions in Å:
Sn  -0.5519  -0.3764  0.8521
C  2.0075  -2.6747  -2.0749
C  1.1030  -3.4981  -2.7301
C  -0.2385  -3.4620  -2.3723
C  -0.6491  -2.5990  -1.3716
N  0.2321  -1.7783  -0.7634
C  1.5294  -1.8238  -1.0991
C  -2.0458  -2.5191  -0.8747
C  -3.0679  -3.3307  -1.3295
C  -4.3391  -3.2001  -0.7828
C  -4.5603  -2.2630  0.2148
C  -3.4980  -1.4853  0.6288
N  -2.2718  -1.6053  0.0944
H  3.0609  -2.6944  -2.3122
H  1.4355  -4.1715  -3.5077
H  -0.9423  -4.1084  -2.8733
H  2.1960  -1.1634  -0.5553
H  -2.8904  -4.0682  -2.0969
H  -5.1439  -3.8319  -1.1329
H  -5.5329  -2.1385  0.6678
H  -3.6206  -0.7467  1.4134
N  -1.1049  2.0999  -0.3573
C  -0.0139  2.9378  -0.7940
C  0.0189  4.2816  -0.4269
C  1.0296  5.1101  -0.8889
C  1.9726  4.5500  -1.7154
C  2.0123  3.2238  -2.0732
C  0.9951  2.4087  -1.5930
S  4.3154  5.7006  -1.7252
O  2.9540  5.4866  -2.3312
O  4.4860  6.9108  -1.0458
O  5.2564  4.6937  -1.9764
H  -1.6527  2.6140  0.3323
H  -1.7288  1.9449  -1.1498
H  -0.7570  4.7044  0.1979
H  1.0446  6.1657  -0.6533
H  2.7831  2.8392  -2.7267
H  0.9645  1.3647  -1.8830
C  1.6428  -0.6362  4.4957
S  0.0878  -1.1712  3.7534
C  -0.5002  -2.3564  4.9823
H  1.4344  -0.1414  5.4414
H  2.1273  0.0632  3.8188
H  2.2890  -1.4952  4.6597
H  0.2404  -3.1396  5.1259
H  -1.4286  -2.7880  4.6193
H  -0.6803  -1.8330  5.9186

Properties
Total charge ... +3
DFT total energy ... -2097.534293 hartree
Maximum force ... 0.009 hartree/bohr

(4)
Entry from the Open Molecules 2025 dataset: the molecule C4H8N4 (ωB97M-V/def2-TZVPD).

Atoms and positions in Å:
C  -1.8218  -0.2266  -0.2212
N  -0.5113  -0.4574  0.3608
C  -0.5230  0.2736  1.6927
C  0.5878  -0.1298  -0.4495
N  1.5526  -1.0384  -0.4804
N  0.6416  0.9950  -0.9799
C  1.7635  1.2365  -1.6811
N  2.7191  1.5809  -2.2614
H  -1.9695  0.8895  -0.4236
H  -2.7340  -0.4530  0.2478
H  -1.9154  -0.7749  -1.0651
H  0.2793  0.1078  2.1537
H  -0.5870  1.1663  1.5185
H  -1.3943  -0.0597  2.3858
H  1.5928  -2.1055  0.0374
H  2.3194  -1.0043  -0.8343

Properties
Energy above the lowest of the compared OMol25 structures with the same formula, charge and spin ... 100.3 kcal/mol
DFT total energy ... -376.088663 hartree
SMILES ... CN(C)/C(N)=N/C#N
Maximum force ... 0.269 hartree/bohr

(5)
Entry from the Open Molecules 2025 dataset: a 3-piece molecular cluster, C4H16N2O2 overall (ωB97M-V/def2-TZVPD).

Atoms and positions in Å:
C  -0.4775  -3.0856  0.9458
N  -0.0082  -2.0101  1.7868
C  0.5848  -0.9592  0.9061
C  -0.0234  -0.1954  -0.3283
N  0.2146  1.3059  -0.3626
C  -0.6517  1.9942  -1.4093
H  0.0810  -3.1767  -0.1183
H  -1.5912  -3.0002  0.7473
H  -0.2360  -4.1625  1.3294
H  0.7536  -2.2821  2.3935
H  0.8346  -0.0947  1.6634
H  1.7149  -1.3426  0.6357
H  0.4709  -0.6475  -1.2453
H  -1.0805  -0.5304  -0.4413
H  0.1738  1.6871  0.6973
H  -0.0016  2.0604  -2.3078
H  -1.5473  1.4637  -1.8839
H  -0.8294  2.9931  -1.2264
O  1.8892  1.8203  -3.7144
H  1.8825  0.9315  -3.2902
H  1.8180  2.3606  -2.9550
O  -1.2431  1.4759  2.3740
H  -1.9055  2.3445  2.6277
H  -0.8225  1.0500  3.1757

Properties
Energy above the lowest of the compared OMol25 structures with the same formula, charge and spin ... 87.0 kcal/mol
DFT total energy ... -421.852766 hartree
SMILES ... CNCCNC.O.O
Maximum force ... 0.102 hartree/bohr

(6)
Entry from the Open Molecules 2025 dataset: C25H48GaO3P2S as an isolated structure (ωB97M-V/def2-TZVPD).

Atoms and positions in Å:
Ga  1.0215  -0.8913  -1.5048
C  1.1274  -0.6419  2.4788
C  2.2466  -0.6168  1.6210
C  1.4452  1.4937  1.6612
C  0.6513  0.6925  2.5336
C  2.4212  0.6833  1.0896
C  0.6466  -1.8202  3.2781
H  0.8038  -2.7622  2.7241
H  -0.4165  -1.6888  3.4970
H  1.1918  -1.8712  4.2346
C  -0.3748  1.2300  3.4565
H  -0.6949  0.4463  4.1636
H  -1.2395  1.6282  2.8739
H  0.0610  2.0872  4.0126
C  1.2781  2.9686  1.4939
H  1.7483  3.4855  2.3393
H  0.2163  3.2133  1.4782
H  1.7302  3.2995  0.5561
C  3.6195  1.0609  0.2448
H  4.5430  0.9791  0.8392
H  3.5180  2.0895  -0.0987
H  3.7215  0.3858  -0.6200
C  3.1780  -1.7546  1.3560
H  3.7866  -1.9892  2.2319
H  3.9147  -1.5481  0.5768
H  2.7068  -2.6934  1.0632
C  -0.2112  -2.5152  -2.2447
C  0.6138  -2.9024  -1.1318
C  1.7326  -3.8707  -1.2909
C  3.1047  -3.2736  -1.7144
C  3.0011  -1.8958  -2.1696
C  2.3189  -1.5130  -3.3261
C  1.6207  -2.4900  -4.1471
C  0.2181  -2.9029  -3.6554
H  1.4461  -4.6409  -2.0360
H  3.4823  -3.9403  -2.5198
H  1.8981  -4.3383  -0.3021
H  0.2021  -4.0114  -3.6933
H  -1.2909  -2.5512  -2.0947
H  0.2142  -2.8388  -0.0796
H  -0.5152  -2.5212  -4.3959
H  1.5131  -2.0944  -5.1955
H  2.6190  -0.6215  -3.8637
H  2.2165  -3.4171  -4.2908
H  3.8000  -3.3322  -0.8650
H  3.7684  -1.2396  -1.8092
P  -2.4755  -1.5905  0.3605
C  -3.1475  -0.9616  1.9250
H  -4.1270  -1.4214  2.0456
H  -3.2256  0.1407  1.9084
H  -2.4980  -1.2743  2.7483
C  -3.9420  -1.4265  -0.7236
H  -4.7770  -1.8612  -0.1674
H  -3.7571  -1.9855  -1.6501
H  -4.0944  -0.3605  -0.9295
C  -2.3964  -3.3848  0.6084
H  -1.9542  -3.8251  -0.2902
H  -3.4269  -3.7150  0.7467
H  -1.7851  -3.5753  1.4962
P  0.0944  1.4842  -2.7704
C  1.8949  1.8357  -2.8969
H  2.1704  2.0160  -3.9193
H  2.4390  0.9572  -2.5490
H  2.1800  2.6476  -2.2389
C  -0.3728  0.6080  -4.2946
H  0.3871  -0.1151  -4.5362
H  -0.5407  1.2894  -5.1062
H  -1.2837  0.0663  -4.0785
C  -0.7194  3.1500  -2.8148
H  -0.2162  3.8465  -3.4863
H  -0.7872  3.5543  -1.7977
H  -1.7555  3.0293  -3.1329
C  -4.0533  3.1069  -0.2169
S  -2.5237  2.2883  0.2191
O  -1.4316  3.2495  -0.0077
O  -2.7542  1.9122  1.6318
O  -2.3790  1.0916  -0.6700
H  -4.9454  2.5381  0.0644
H  -4.1788  3.3335  -1.2603
H  -4.0241  4.0461  0.3347

Properties
Total charge ... +1
Energy above the lowest of the compared OMol25 structures with the same formula, charge and spin ... 0.0 kcal/mol
DFT total energy ... -4212.313651 hartree
Maximum force ... 0.087 hartree/bohr

> The highest DFT total energy belongs to which entry?

C4H8N4

> The lowest maximum force belongs to which entry?

C18H20N3O3S2Sn

> Among the records above, which one has the lowest maximum force?

C18H20N3O3S2Sn

> Look up the maximum force of the sixth one.

0.087 hartree/bohr